# 1
ORCA calculation (wB97M-V/def2-TZVPD) on an isolated molecule of C23H26N4O3 in a non-equilibrium geometry.

Cartesian coordinates (Å):
C1 9.1437 2.1096 0.2087
H1 9.2735 1.6035 1.1708
O1 7.8180 2.5444 0.0280
C2 6.8225 1.6165 0.0117
C3 5.5296 2.1168 -0.1647
C4 4.4492 1.2657 -0.1916
C5 4.6341 -0.1087 -0.0431
C6 5.9211 -0.6072 0.1285
C7 7.0090 0.2440 0.1565
H2 7.9957 -0.1707 0.2917
H3 6.0551 -1.6716 0.2407
C8 3.4940 -1.0017 -0.0603
N1 3.5873 -2.2995 0.0620
O2 2.2867 -2.7614 0.0087
C9 1.5170 -1.6657 -0.1488
N2 2.2084 -0.5569 -0.1959
N3 0.1965 -1.8025 -0.2611
C10 -0.6560 -0.6328 -0.2336
H4 -0.0182 0.2356 -0.0642
C11 -1.6904 -0.7967 0.8742
H5 -2.2643 0.1265 0.9754
H6 -1.1709 -0.9770 1.8178
C12 -2.6245 -1.9812 0.5488
C13 -3.8305 -1.4330 -0.2204
O3 -3.9140 -1.4471 -1.4292
N4 -4.7832 -0.9115 0.5807
H7 -4.6264 -0.8685 1.5751
C14 -5.9289 -0.1851 0.0608
C15 -5.6432 1.3000 -0.0050
C16 -5.8637 2.0046 -1.1801
C17 -5.6058 3.3625 -1.2457
C18 -5.1174 4.0313 -0.1367
C19 -4.8907 3.3359 1.0386
C20 -5.1543 1.9795 1.1041
H8 -4.9759 1.4503 2.0302
H9 -4.5085 3.8514 1.9076
H10 -4.9121 5.0902 -0.1874
H11 -5.7818 3.8986 -2.1664
H12 -6.2344 1.4829 -2.0500
C21 -7.1585 -0.4721 0.9192
H13 -8.0262 0.0275 0.4973
H14 -7.3519 -1.5414 0.9563
H15 -7.0109 -0.1043 1.9327
H16 -6.0843 -0.5631 -0.9550
C22 -1.8998 -3.0299 -0.3042
H17 -2.0448 -2.7722 -1.3553
C23 -0.4118 -3.0921 0.0030
H18 -0.2500 -3.3800 1.0517
H19 0.0775 -3.8426 -0.6247
H20 -2.3414 -4.0132 -0.1407
H21 -2.9776 -2.4286 1.4830
H22 -1.1623 -0.5178 -1.1977
H23 3.4485 1.6445 -0.3269
H24 5.4061 3.1825 -0.2774
H25 9.7541 3.0113 0.1919
H26 9.4624 1.4427 -0.5989

SMILES   COc1ccc(-c2noc(N3CCC(C(=O)N[C@@H](C)c4ccccc4)CC3)n2)cc1
Energy above the lowest of the compared OMol25 structures with the same formula, charge and spin   57.13 kcal/mol
HOMO-LUMO gap   8.58 eV
Molecular weight   406.49 g mol⁻¹
E   -1336.7929 hartree
E_HOMO   -8.03 eV
LUMO   0.6 eV

Here are the Mulliken charges for atoms 1 to 5, given in e: number 1, C, carries -0.83; number 2, H, carries 0.34; number 3, O, carries -0.46; number 4, C, carries 0.97; number 5, C, carries -0.53



# 2
ORCA calculation (wB97M-V/def2-TZVPD) on C23H26N4O3ReSSe2 as an isolated structure in a non-equilibrium geometry.

Cartesian coordinates (Å):
Re1 0.2050 -0.1137 -0.3716
O1 0.4147 1.6398 1.1029
C1 -0.5751 1.6373 2.1863
C2 -1.6041 0.5987 1.9049
C3 -2.8345 0.7354 2.4865
C4 -3.7882 -0.2290 2.2783
C5 -3.5453 -1.2357 1.3110
C6 -2.2583 -1.3426 0.8043
N1 -1.2803 -0.4596 1.0866
H1 1.2116 2.1860 1.2638
H2 -1.1001 2.5996 2.2850
H3 -0.0191 1.4927 3.1089
H4 -3.0487 1.5603 3.1093
H5 -4.7524 -0.1209 2.7959
H6 -4.3251 -1.8972 0.9724
H7 -2.0333 -2.1648 0.1320
O2 -1.0666 1.1080 -4.7221
C7 -2.3417 0.4913 -4.7883
C8 -2.7267 -0.3612 -3.5524
C9 -4.2023 -0.8473 -3.9068
O3 -4.8541 -1.5504 -2.8476
C10 -2.8508 0.5409 -2.3135
Se1 -1.3009 1.4470 -1.4414
C11 -1.8522 -1.5753 -3.3162
Se2 -0.0823 -1.4444 -2.1421
H8 -0.4896 0.5714 -5.2560
H9 -2.4292 -0.0444 -5.7469
H10 -3.0579 1.2901 -4.7175
H11 -4.1165 -1.4678 -4.7945
H12 -4.7654 0.0578 -4.2458
H13 -5.6541 -1.9306 -3.2445
H14 -3.3253 -0.0571 -1.5332
H15 -3.4913 1.3874 -2.5943
H16 -1.5287 -2.0563 -4.2444
H17 -2.3631 -2.3255 -2.6494
N2 3.7858 -0.7528 1.8036
C12 3.4992 -0.9397 3.1459
C13 4.4273 -0.5993 4.1365
C14 3.9740 -0.5066 5.4474
C15 2.6763 -0.9205 5.7699
C16 1.8058 -1.4041 4.8169
C17 2.2385 -1.3967 3.4820
S1 1.2124 -2.0783 2.2785
N3 1.6126 -1.0636 0.8867
C18 2.8522 -0.5916 0.8256
C19 3.1574 0.4163 -0.2053
C20 4.4033 1.0096 -0.4257
C21 4.5177 2.0013 -1.3741
C22 3.4738 2.2835 -2.2435
C23 2.3050 1.5470 -2.0760
N4 2.0747 0.7015 -1.0228
H18 4.6611 -0.2198 1.6426
H19 5.5019 -0.3104 3.8950
H20 4.6225 -0.1925 6.2597
H21 2.3705 -0.8811 6.8049
H22 0.8135 -1.8654 5.0497
H23 5.2688 0.6713 0.1097
H24 5.5162 2.4691 -1.4543
H25 3.5909 2.9381 -3.1242
H26 1.4704 1.5648 -2.8282

<S²>   3.7840
Multiplicity   4
Energy above the lowest of the compared OMol25 structures with the same formula, charge and spin   0.00 kcal/mol
HOMO-LUMO gap (alpha / beta)   6.09 / 6.16 eV
Molecular weight   782.68 g mol⁻¹
E   -6615.5620 hartree
E_HOMO (alpha / beta)   -12.82 / -13.48 eV
LUMO (alpha / beta)   -6.7 / -7.3 eV
Total charge   +2

Here are the Mulliken charges for atoms 1 to 5, given in e: number 1, Re, carries -0.02; number 2, O, carries -0.30; number 3, C, carries -0.48; number 4, C, carries 0.76; number 5, C, carries -1.07



# 3
ORCA calculation (wB97M-V/def2-TZVPD) on an isolated molecule of C23H26N4O5.

Cartesian coordinates (Å):
C1 -3.9391 -3.7533 -0.7169
H1 -3.4394 -4.4071 -1.4291
H2 -4.9533 -4.1186 -0.5734
H3 -4.0011 -2.7559 -1.1442
C2 -3.1987 -3.7438 0.6160
H4 -3.6424 -2.9993 1.2779
H5 -3.3191 -4.7205 1.0897
C3 -1.6950 -3.4640 0.4930
C4 -1.0385 -3.5542 1.8718
H6 -1.3334 -4.4823 2.3556
H7 0.0478 -3.5521 1.8010
H8 -1.3607 -2.7242 2.4935
H9 -1.2504 -4.2279 -0.1566
C5 -1.4591 -2.1078 -0.1862
N1 -0.0460 -1.7623 -0.2319
C6 0.4145 -0.8848 -1.1577
O1 -0.2004 -0.6068 -2.1736
N2 1.6738 -0.3694 -0.9185
C7 2.2968 -0.2722 0.3298
C8 1.6158 -0.0054 1.5130
C9 2.3095 0.0966 2.7060
C10 3.6860 -0.0523 2.7323
C11 4.3786 -0.2895 1.5581
C12 3.6933 -0.3943 0.3565
N3 4.3639 -0.6382 -0.8396
C13 3.8381 -0.4181 -2.0747
O2 4.4612 -0.6252 -3.0882
C14 2.4266 0.1516 -2.0391
H10 2.5084 1.2463 -1.9786
H11 1.8983 -0.1026 -2.9598
H12 5.3352 -0.9185 -0.7949
H13 5.4530 -0.3984 1.5662
H14 4.2231 0.0246 3.6645
H15 1.7666 0.3010 3.6150
H16 0.5468 0.1427 1.5024
H17 0.4725 -1.8900 0.6225
H18 -1.7935 -2.1627 -1.2266
C15 -2.1394 -0.9070 0.4927
O3 -2.3577 -0.8171 1.6838
N4 -2.3841 0.0943 -0.3800
H19 -2.0331 0.0236 -1.3283
C16 -2.6827 1.4253 0.1066
C17 -1.3964 2.1584 0.4552
C18 -1.1353 2.5399 1.7633
C19 0.0669 3.1469 2.0837
C20 1.0115 3.3820 1.0998
C21 0.7499 3.0091 -0.2076
C22 -0.4465 2.3944 -0.5320
H20 -0.6386 2.0907 -1.5509
H21 1.4788 3.2055 -0.9803
H22 1.9489 3.8557 1.3504
H23 0.2663 3.4357 3.1047
H24 -1.8696 2.3502 2.5314
C23 -3.4338 2.2570 -0.9159
O4 -4.0960 3.2202 -0.6454
O5 -3.2370 1.8350 -2.1670
H25 -3.7005 2.4080 -2.7984
H26 -3.2975 1.3277 1.0079

SMILES   CC[C@H](C)[C@H](NC(=O)N1CC(=O)Nc2ccccc21)C(=O)N[C@H](C(=O)O)c1ccccc1
Energy above the lowest of the compared OMol25 structures with the same formula, charge and spin   2.40 kcal/mol
HOMO-LUMO gap   9.12 eV
Molecular weight   438.48 g mol⁻¹
E   -1487.3991 hartree
E_HOMO   -8.56 eV
LUMO   0.6 eV

Here are the Mulliken charges for atoms 1 to 5, given in e: number 1, C, carries -1.25; number 2, H, carries 0.30; number 3, H, carries 0.42; number 4, H, carries 0.27; number 5, C, carries -0.72



# 4
ORCA calculation (wB97M-V/def2-TZVPD) on C23H26N5O11SV as an isolated structure in a non-equilibrium geometry.

Cartesian coordinates (Å):
V1 -0.7149 0.1849 0.1002
C1 -1.2685 1.8387 3.9077
N1 -0.6839 0.4969 3.8118
C2 -1.2281 -0.5455 4.6654
C3 0.2170 0.1630 2.8385
O1 0.6430 -0.9700 2.6626
C4 0.7252 1.3326 2.0148
O2 1.2669 0.9619 0.7830
C5 2.4902 0.2772 0.6949
C6 2.2195 -1.0436 0.0172
O3 1.0754 -1.4718 -0.0359
N2 3.2802 -1.6822 -0.5125
C7 3.0567 -2.8215 -1.3930
C8 4.6208 -1.1287 -0.4696
H1 -1.9204 1.8645 4.7791
H2 -1.8610 2.0903 3.0243
H3 -0.5062 2.6067 4.0436
H4 -0.8364 -0.4738 5.6827
H5 -0.9552 -1.5085 4.2553
H6 -2.3167 -0.4643 4.7006
H7 1.4444 1.8796 2.6317
H8 -0.0885 1.9963 1.7393
H9 2.9519 0.1158 1.6671
H10 3.1613 0.8523 0.0612
H11 1.9912 -2.9655 -1.5130
H12 3.5054 -3.7292 -0.9769
H13 3.4891 -2.6096 -2.3719
H14 4.8898 -0.7977 0.5335
H15 4.7359 -0.2949 -1.1683
H16 5.3197 -1.9107 -0.7558
O4 -2.8035 2.6624 -0.5251
C9 -1.5833 2.5476 -0.5351
O5 -0.8301 2.2445 0.5077
C10 -0.7999 2.7467 -1.8347
C11 -0.9418 3.8782 -2.6192
C12 -0.1620 3.9608 -3.7591
C13 0.7335 2.9852 -4.1342
C14 0.9105 1.8408 -3.3308
C15 0.0973 1.7397 -2.1716
O6 0.1065 0.6607 -1.3489
N3 1.8671 0.9093 -3.6925
O7 2.4311 1.0245 -4.8657
O8 2.2256 -0.0309 -2.8384
N4 -0.2816 5.1757 -4.6071
O9 -1.0563 6.0390 -4.2605
O10 0.3961 5.2616 -5.6009
H17 -1.6363 4.6642 -2.3639
H18 1.3288 3.0833 -5.0239
C16 -3.1519 0.1505 1.9526
O11 -1.8945 -0.0653 1.3109
H19 -3.8384 -0.6644 1.7269
H20 -3.5851 1.0851 1.6138
H21 -3.0201 0.1907 3.0330
S1 -3.2726 -2.4271 -2.6934
C17 -2.0357 -1.3483 -2.1901
N5 -1.5564 -1.5480 -1.0225
C18 -2.1718 -2.6614 -0.4101
C19 -1.8626 -3.1623 0.8531
C20 -2.5894 -4.2323 1.3233
C21 -3.6080 -4.8180 0.5517
C22 -3.8991 -4.3470 -0.7071
C23 -3.1564 -3.2598 -1.1819
H22 -1.7043 -0.5348 -2.8337
H23 -1.0715 -2.7002 1.4296
H24 -2.3731 -4.6309 2.3068
H25 -4.1691 -5.6553 0.9510
H26 -4.6738 -4.8018 -1.3109

<S²>   3.7824
Multiplicity   4
Energy above the lowest of the compared OMol25 structures with the same formula, charge and spin   59.85 kcal/mol
HOMO-LUMO gap (alpha / beta)   4.57 / 7.26 eV
Molecular weight   631.50 g mol⁻¹
E   -3335.5623 hartree
E_HOMO (alpha / beta)   -2.40 / -5.08 eV
LUMO (alpha / beta)   2.2 / 2.2 eV
Total charge   -1

Here are the Mulliken charges for atoms 1 to 5, given in e: number 1, V, carries 0.42; number 2, C, carries -0.96; number 3, N, carries 0.24; number 4, C, carries -1.14; number 5, C, carries 0.76